No. 1
Molecular formula: C7H14
Method: DFT, wB97M-V/def2-TZVPD

Summary:
Multiplicity: 1
LUMO level, eV: 1.04
SMILES: C[C@@H]1[C@H](C)C1(C)C
E, a.u.: -275.0756
HOMO-LUMO gap, eV: 10.3395
Relative energy (zero: lowest compared OMol25 entry of this formula, charge and spin), eV: 1.105

Geometry (Å):
C 0.982 1.801 0.252
C 0.918 0.317 0.498
C -0.241 -0.440 1.101
C -1.500 0.349 1.481
C 0.148 -0.643 -0.372
C -0.939 -0.247 -1.358
C 1.033 -1.710 -1.016
H 1.773 2.000 -0.481
H 1.217 2.360 1.165
H 0.049 2.192 -0.161
H 1.882 -0.097 0.800
H 0.009 -1.216 1.824
H -1.671 0.281 2.562
H -2.419 0.008 0.987
H -1.400 1.421 1.265
H -1.800 -0.911 -1.199
H -0.607 -0.399 -2.390
H -1.289 0.783 -1.257
H 1.825 -2.116 -0.380
H 0.485 -2.539 -1.473
H 1.545 -1.195 -1.846

=====

No. 2
Molecular formula: C22H59N3O8
Method: DFT, wB97M-V/def2-TZVPD

Summary:
Multiplicity: 1
LUMO level, eV: 0.58
SMILES: COC[C@H](C)N.COCCNCCOC.COCCNCCOC.CCO.CCO.CCO
E, a.u.: -1639.5753
HOMO-LUMO gap, eV: 8.8884
Relative energy (zero: lowest compared OMol25 entry of this formula, charge and spin), eV: 0.000

Geometry (Å):
C 20.622 2.222 -1.486
C 21.421 2.190 -0.163
O 21.273 0.993 0.597
H 20.681 1.228 -1.940
H 21.116 2.872 -2.207
H 19.556 2.427 -1.411
H 21.212 3.126 0.354
H 22.447 2.120 -0.538
H 21.201 1.275 1.514
C 17.013 -2.819 6.182
C 16.570 -2.423 4.782
O 17.039 -1.119 4.438
H 16.963 -3.879 6.424
H 16.468 -2.278 6.961
H 18.045 -2.487 6.335
H 15.478 -2.424 4.704
H 16.935 -3.119 4.024
H 17.234 -0.653 5.257
C 22.255 -1.400 -1.466
C 22.421 -2.651 -2.350
O 23.571 -2.396 -3.198
H 21.872 -0.638 -2.147
H 23.138 -1.028 -0.953
H 21.532 -1.587 -0.665
H 21.543 -2.844 -2.961
H 22.680 -3.481 -1.693
H 23.218 -2.019 -4.009
C 14.755 -2.529 -4.065
O 15.764 -1.658 -3.638
C 15.360 -0.318 -3.611
C 16.210 0.572 -2.732
N 16.467 -0.036 -1.440
C 17.708 0.340 -0.795
C 17.999 -0.381 0.510
O 18.962 -1.390 0.348
C 18.684 -2.576 -0.310
H 15.136 -3.548 -4.130
H 14.401 -2.378 -5.095
H 13.898 -2.441 -3.392
H 14.308 -0.173 -3.323
H 15.395 0.106 -4.622
H 15.961 1.634 -2.671
H 17.193 0.598 -3.257
H 16.315 -1.026 -1.595
H 17.753 1.415 -0.617
H 18.555 0.087 -1.447
H 17.101 -0.752 1.025
H 18.401 0.318 1.247
H 19.486 -3.297 -0.161
H 18.581 -2.476 -1.402
H 17.736 -3.042 -0.008
C 25.337 -5.458 3.092
O 26.637 -5.498 3.748
C 27.485 -4.428 3.373
C 26.937 -3.065 3.744
N 27.673 -1.902 3.257
C 29.087 -1.920 3.660
C 29.275 -1.798 5.138
O 28.530 -0.684 5.604
C 28.709 -0.373 6.962
H 24.902 -6.395 3.430
H 25.509 -5.410 2.020
H 24.728 -4.662 3.514
H 27.747 -4.443 2.307
H 28.398 -4.599 3.952
H 26.837 -3.104 4.839
H 25.919 -3.127 3.361
H 27.150 -1.082 3.516
H 29.609 -1.140 3.100
H 29.513 -2.824 3.221
H 30.356 -1.816 5.347
H 28.899 -2.641 5.730
H 28.352 -1.103 7.695
H 28.149 0.538 7.167
H 29.765 -0.181 7.168
C 20.924 -2.607 5.081
C 20.892 -1.988 3.698
C 22.034 -2.327 2.734
O 23.279 -2.483 3.389
C 24.037 -1.294 3.400
N 19.633 -2.179 2.965
H 20.442 -2.048 5.888
H 21.871 -2.886 5.542
H 20.350 -3.538 4.984
H 20.873 -0.893 3.826
H 22.059 -1.651 1.875
H 21.796 -3.294 2.281
H 23.481 -0.414 3.744
H 24.306 -1.065 2.361
H 24.949 -1.380 3.979
H 19.538 -1.573 2.145
H 18.801 -1.996 3.518

=====

No. 3
Molecular formula: C2H9NS
Method: DFT, wB97M-V/def2-TZVPD

Summary:
Expectation value of S²: 0.750
Net charge: -1
Multiplicity: 2
LUMO level (spin up / spin down), eV: 3.96 / 3.91
E, a.u.: -534.4570
HOMO-LUMO gap (spin up / spin down), eV: 2.6596 / 8.9201
Relative energy (zero: lowest compared OMol25 entry of this formula, charge and spin), eV: 0.294

Geometry (Å):
S -2.537 -1.901 -0.093
H -2.678 -0.836 0.717
C 1.146 0.056 -1.097
N -0.033 0.329 -0.292
C 0.285 0.783 1.058
H 1.739 0.931 -1.366
H 0.873 -0.555 -1.961
H 1.846 -0.547 -0.505
H -0.516 1.054 -0.815
H -1.205 -1.869 0.109
H 0.896 1.693 1.070
H -0.643 0.895 1.629
H 0.825 -0.033 1.546

=====

No. 4
Molecular formula: C17H29BF2I2N4O4Ti
Method: DFT, wB97M-V/def2-TZVPD

Summary:
Expectation value of S²: 0.771
Net charge: +1
Multiplicity: 2
LUMO level (spin up / spin down), eV: -3.38 / -3.40
E, a.u.: -2854.4140
HOMO-LUMO gap (spin up / spin down), eV: 6.2085 / 8.2876
Relative energy (zero: lowest compared OMol25 entry of this formula, charge and spin), eV: 1.602

Geometry (Å):
Ti 0.118 1.556 -0.021
C 0.677 -0.973 1.991
C -0.502 -0.204 2.591
N -0.397 1.218 2.249
C 0.544 1.964 3.095
C 1.978 1.895 2.544
N 2.017 1.845 1.069
C 3.024 0.895 0.572
C 2.387 -0.499 0.313
N 0.960 -0.485 0.639
H 1.559 -0.819 2.616
H 0.443 -2.045 1.994
H -1.441 -0.587 2.184
H -0.518 -0.359 3.680
H -1.321 1.631 2.387
H 0.223 3.005 3.139
H 0.549 1.578 4.123
H 2.523 2.773 2.905
H 2.484 1.011 2.941
H 2.281 2.775 0.740
H 3.438 1.277 -0.365
H 3.852 0.807 1.286
H 2.510 -0.754 -0.739
H 2.917 -1.263 0.893
H 0.454 -1.071 -0.027
I 2.413 4.054 -1.879
C 0.871 4.954 -3.065
I -0.772 5.650 -1.887
H 0.513 4.197 -3.756
H 1.318 5.795 -3.585
O 0.837 1.916 -3.464
N 0.621 1.874 -2.291
O -0.306 2.490 -1.770
O 1.287 1.160 -1.530
F 0.421 4.356 1.188
B -0.458 3.434 0.747
F -1.668 3.681 1.266
C -0.469 -5.440 -1.742
C -0.961 -4.082 -1.366
C -1.787 -3.887 -0.265
C -2.267 -2.638 0.084
C -3.167 -2.551 1.280
C -1.879 -1.508 -0.675
C -2.246 -0.180 -0.241
O -1.438 0.805 -0.280
C -1.101 -1.707 -1.844
C -0.845 -0.621 -2.848
C -0.650 -2.978 -2.150
H -0.450 -6.107 -0.883
H 0.525 -5.385 -2.182
H -1.139 -5.869 -2.488
H -2.072 -4.741 0.331
H -4.140 -2.973 1.030
H -3.335 -1.536 1.618
H -2.762 -3.132 2.107
H -3.241 0.000 0.170
H -1.359 0.306 -2.599
H -1.213 -0.943 -3.822
H 0.225 -0.446 -2.963
H -0.066 -3.117 -3.046

=====

No. 5
Molecular formula: C22H25F3N2O4S3
Method: DFT, wB97M-V/def2-TZVPD

Summary:
Multiplicity: 1
LUMO level, eV: -0.16
E, a.u.: -2757.8472
HOMO-LUMO gap, eV: 6.4341
Relative energy (zero: lowest compared OMol25 entry of this formula, charge and spin), eV: 0.000

Geometry (Å):
C -2.251 2.415 -1.996
C -1.707 0.950 -2.030
C -1.968 0.420 -0.662
C -2.716 1.304 0.089
N -3.329 1.055 1.252
C -3.977 2.093 2.032
C -4.483 1.400 3.303
C -4.199 -0.101 3.143
C -3.357 -0.265 1.867
C -2.854 2.651 -0.594
H -1.458 3.133 -2.216
H -3.024 2.531 -2.764
H -2.249 0.375 -2.794
H -0.648 0.925 -2.297
H -1.873 -0.625 -0.398
H -3.269 2.908 2.263
H -4.805 2.546 1.462
H -3.951 1.804 4.167
H -5.551 1.593 3.428
H -3.652 -0.500 4.002
H -5.128 -0.668 3.034
H -3.795 -1.010 1.182
H -2.335 -0.604 2.107
H -2.286 3.417 -0.042
H -3.889 3.022 -0.664
F 3.882 -3.981 0.108
C 3.529 -2.713 -0.255
F 4.660 -2.013 -0.500
F 2.824 -2.778 -1.422
S 2.500 -2.103 1.123
N 2.221 -0.480 0.687
S 3.410 0.827 1.135
C 4.173 1.141 -0.453
C 5.565 1.105 -0.566
C 6.142 1.369 -1.809
C 5.335 1.670 -2.909
C 3.944 1.716 -2.772
C 3.362 1.475 -1.528
O 2.552 1.917 1.507
O 4.348 0.220 2.039
S 0.543 -0.189 0.609
C -0.003 -1.817 0.150
C -0.100 -2.185 -1.198
C -0.599 -3.433 -1.548
C -0.877 -4.375 -0.554
C -0.729 -4.039 0.797
C -0.344 -2.755 1.155
O 0.013 0.099 1.917
O 0.482 0.799 -0.442
H 6.169 0.871 0.304
H 7.227 1.335 -1.917
H 5.791 1.877 -3.883
H 3.305 1.944 -3.624
H 2.288 1.541 -1.400
H 0.202 -1.464 -1.955
H -0.735 -3.680 -2.608
H -1.183 -5.390 -0.840
H -0.899 -4.794 1.573
H -0.245 -2.488 2.207

=====

No. 6
Molecular formula: C2H2Cl2S
Method: DFT, wB97M-V/def2-TZVPD

Summary:
Multiplicity: 1
LUMO level, eV: -1.07
E, a.u.: -1395.8695
HOMO-LUMO gap, eV: 8.0650
Relative energy (zero: lowest compared OMol25 entry of this formula, charge and spin), eV: 2.351

Geometry (Å):
C 0.745 -0.220 0.353
C -0.595 0.126 -0.060
S 1.916 0.902 0.657
Cl -1.668 -1.216 -0.005
Cl -1.256 1.694 0.386
H 0.949 -1.363 0.221
H -0.091 0.077 -1.554